The following is a quantum chemistry calculation of C39H41NdP2Si as an isolated structure at a distorted geometry, from the Open Molecules 2025 dataset.

Each line ends with the Löwdin spin population.
Element x y z (Å)
C (0.733591, -1.031807, -4.125136)  -0.0006
C (-0.279681, -1.529968, -3.288940)  -0.0005
C (-1.582999, -1.591986, -3.803271)  -0.0006
C (-1.840438, -1.295698, -5.142758)  0.0000
C (-0.804549, -0.893966, -5.977608)  -0.0006
C (0.475903, -0.730040, -5.464357)  0.0001
P (0.029613, -1.680615, -1.470405)  -0.0068
C (-1.269302, -2.933585, -0.990542)  -0.0011
C (-2.337324, -2.516096, -0.176373)  -0.0011
C (-3.353139, -3.424600, 0.120613)  0.0000
C (-3.304945, -4.729762, -0.365491)  -0.0001
C (-2.231235, -5.159047, -1.148300)  0.0000
C (-1.211280, -4.257394, -1.452677)  -0.0003
Nd (-0.420859, 0.253413, 0.553814)  3.3443
P (0.046665, 1.713876, -1.695825)  -0.0142
C (-1.385866, 1.818654, -2.792667)  0.0009
C (-1.205354, 2.150486, -4.142063)  -0.0010
C (-2.307206, 2.205663, -4.983351)  0.0002
C (-3.576030, 1.897300, -4.496808)  -0.0008
C (-3.744794, 1.496053, -3.170802)  0.0003
C (-2.651563, 1.436067, -2.318823)  0.0018
C (-0.231142, 3.112717, -0.453954)  -0.0007
C (0.609000, 3.158775, 0.686459)  -0.0030
C (0.426063, 4.207427, 1.599667)  0.0000
C (-0.578038, 5.145584, 1.391684)  -0.0007
C (-1.432509, 5.068637, 0.294314)  -0.0003
C (-1.262281, 4.049779, -0.636043)  -0.0001
C (1.636473, 2.039516, -2.442021)  -0.0048
C (2.708864, 1.150079, -2.251802)  -0.0001
C (3.938417, 1.443216, -2.814092)  0.0001
C (4.112920, 2.632230, -3.532657)  0.0001
C (3.060714, 3.540137, -3.666506)  -0.0003
C (1.820651, 3.253773, -3.109210)  -0.0012
C (1.594678, -2.647748, -1.419224)  -0.0002
C (2.052046, -3.419480, -2.498696)  -0.0003
C (3.254357, -4.122903, -2.417474)  0.0001
C (4.013101, -4.051537, -1.251150)  -0.0003
C (3.579034, -3.269523, -0.177563)  -0.0003
C (2.381785, -2.567704, -0.254747)  -0.0038
H (1.450630, 2.437616, 0.798609)  -0.0011
H (1.102302, 4.275968, 2.452803)  0.0000
H (-0.689511, 5.965369, 2.094317)  0.0000
H (-2.209943, 5.813513, 0.147002)  0.0000
H (-1.929598, 3.938988, -1.493872)  0.0000
H (-0.200164, 2.327169, -4.520065)  -0.0001
H (-2.173617, 2.479242, -6.029466)  0.0000
H (-4.444211, 1.961225, -5.148426)  0.0000
H (-4.731081, 1.234039, -2.787723)  0.0000
H (-2.780256, 1.084661, -1.284870)  0.0015
H (2.567072, 0.243343, -1.654255)  0.0002
H (4.758311, 0.730831, -2.699902)  0.0000
H (5.078544, 2.834059, -3.987942)  0.0000
H (3.201748, 4.471476, -4.214678)  -0.0001
H (0.995536, 3.963202, -3.167768)  -0.0001
H (1.478333, -3.472392, -3.422345)  0.0000
H (3.591550, -4.732360, -3.255883)  0.0000
H (4.943098, -4.604112, -1.160207)  0.0000
H (4.168691, -3.212197, 0.741696)  0.0000
H (2.050011, -1.946507, 0.592517)  -0.0067
H (-2.408446, -1.463811, 0.190730)  -0.0009
H (-4.199000, -3.079173, 0.722944)  0.0000
H (-4.118728, -5.408073, -0.134665)  0.0000
H (-2.202033, -6.179947, -1.523824)  0.0000
H (-0.360167, -4.573729, -2.055365)  0.0000
H (-2.406687, -1.828551, -3.130719)  0.0000
H (-2.856302, -1.366671, -5.522124)  0.0000
H (-0.994027, -0.685099, -7.031338)  0.0000
H (1.280251, -0.366982, -6.103373)  0.0000
H (1.722040, -0.834513, -3.709092)  0.0000
H (-0.061957, 0.141644, -8.961109)  0.0000
H (0.687045, 0.132310, -8.893327)  0.0000
C (0.499846, -2.086410, 3.616134)  -0.0344
Si (0.312035, -0.269862, 3.227704)  -0.1740
C (-1.445945, 0.463740, 3.441665)  -0.0255
C (1.497542, 1.061821, 3.787973)  -0.0401
H (-0.293454, -2.696771, 3.149649)  -0.0002
H (0.446713, -2.161455, 4.706187)  -0.0068
H (1.463789, -2.470475, 3.243895)  -0.0013
H (-1.459440, 0.467170, 4.535631)  -0.0058
H (-1.533854, 1.502927, 3.071260)  0.0003
H (-2.274019, -0.154401, 3.054790)  0.0005
H (1.417538, 1.018457, 4.878572)  -0.0078
H (2.526702, 0.860889, 3.458016)  -0.0010
H (1.214373, 2.063507, 3.423929)  -0.0003

Atoms 1-3, force components in eV/Å:
C 0.02 0.12 0.08
C -0.21 1.19 -0.06
C 0.04 -0.01 0.20

Its multiplicity is 4. As for the charge: +2. As for the total energy: -3043.7429 Eh.